(1)
DFT (the ωB97M-V functional and the def2-TZVPD basis) results for C16H45N6O8 as an isolated structure in a non-equilibrium geometry.

E_tot: -1566.8141 Eh
strongest force on any atom: 12.32 eV Å⁻¹
net charge: -1
highest occupied orbital energy: -3.58 eV
LUMO level: 1.7 eV
2S+1: 1

Cartesian coordinates (Å):
N (-2.22194, 0.78965, -4.64020)
H (-2.05451, -0.06427, -5.15783)
H (-2.89758, 1.38139, -5.10446)
H (-1.30970, 1.26189, -4.58637)
H (-2.42284, 0.61345, -3.65561)
N (3.63889, -0.36999, -0.98091)
H (3.86404, -0.73727, -1.89781)
H (2.68516, -0.66127, -0.71322)
H (3.49381, 0.63994, -1.15802)
H (4.31462, -0.65307, -0.28461)
N (-3.87795, -2.22978, -1.73852)
H (-4.58225, -2.27981, -1.01247)
H (-3.41002, -1.31655, -1.79737)
H (-4.22457, -2.35252, -2.68135)
H (-3.11660, -2.88879, -1.50752)
N (-0.32859, 0.76975, -1.12237)
H (-1.31975, 0.57300, -1.26215)
H (0.12757, 1.03405, -1.99100)
H (0.19039, -0.06166, -0.80574)
H (-0.26948, 1.62115, -0.56526)
N (0.51197, 3.36077, -1.81809)
H (1.44695, 2.97979, -1.63413)
H (0.46719, 4.35468, -1.98862)
H (-0.05149, 3.00723, -1.01888)
H (0.24842, 2.82724, -2.65823)
C (0.62819, -4.92317, 0.50908)
C (1.36032, -3.71328, 0.22594)
C (0.48890, -2.41007, -0.06848)
O (1.07786, -1.30981, -0.34756)
C (-0.95182, -2.60198, -0.05430)
C (-1.54415, -3.81025, 0.11728)
C (-0.71903, -5.00668, 0.47075)
O (-1.24890, -6.15059, 0.62476)
O (-2.81024, -3.84121, -0.04181)
O (2.59827, -3.60770, 0.20127)
H (1.22183, -5.76447, 0.83582)
H (-1.48566, -1.73424, -0.42063)
O (2.67405, 2.12714, -1.78853)
C (2.59619, 1.98797, -3.19786)
C (1.37851, 1.36620, -4.03590)
O (0.10291, 1.94026, -3.89906)
H (3.58300, 1.63417, -3.52466)
H (2.71740, 3.02347, -3.54479)
H (1.27159, 0.29014, -3.84847)
H (1.68134, 1.44149, -5.08538)
O (-2.77168, 0.33517, -1.96845)
C (-3.22901, 1.10977, -0.86387)
C (-2.31667, 2.19313, -0.13081)
O (-0.92968, 2.09695, 0.12301)
H (-3.49345, 0.37351, -0.09118)
H (-4.22136, 1.57202, -0.91466)
H (-2.88994, 2.70658, 0.65058)
H (-2.46280, 3.05507, -0.80524)
C (-1.37129, -0.15809, 2.97870)
C (0.14868, -0.19338, 2.91129)
N (0.82495, 0.85176, 3.65941)
C (0.59947, 0.83594, 5.09540)
C (0.72017, -0.54529, 5.82134)
C (2.29265, 0.88434, 3.53340)
C (2.71401, 1.03123, 2.08940)
H (-1.85193, -1.12105, 2.80417)
H (-1.87882, 0.62319, 2.41089)
H (-1.77138, 0.11036, 3.96147)
H (0.62225, -1.11498, 3.26697)
H (0.37678, -0.17942, 1.84533)
H (1.38170, 1.42805, 5.56804)
H (-0.36969, 1.28682, 5.31311)
H (-0.17433, -1.15908, 5.92491)
H (1.51948, -1.21263, 5.49551)
H (1.06894, -0.31800, 6.83168)
H (2.66353, -0.05021, 3.96747)
H (2.76781, 1.70692, 4.06804)
H (2.12572, 1.81845, 1.61541)
H (2.65821, 0.08184, 1.55677)
H (3.72535, 1.41457, 1.93517)

Mulliken population analysis, charges in e, atoms 1 to 4:
1 N -0.1970
2 H 0.4012
3 H 0.3970
4 H 0.2468

(2)
DFT (the ωB97M-V functional and the def2-TZVPD basis) results for C16H46AgO8S6Tl as an isolated structure in a non-equilibrium geometry.

E_tot: -3946.7080 Eh
strongest force on any atom: 2.53 eV Å⁻¹
net charge: +2
highest occupied orbital energy: -12.81 eV
LUMO level: -10.6 eV
2S+1: 1

Cartesian coordinates (Å):
Ag (15.23038, -1.15854, 31.80085)
Tl (11.69316, -0.79963, 34.39982)
C (14.67143, -4.38485, 34.98596)
C (15.09800, -3.10965, 34.31522)
O (14.15145, -2.32157, 33.66071)
H (15.53396, -4.86668, 35.44637)
H (14.23896, -5.00875, 34.20378)
H (14.02009, -4.20803, 35.84186)
H (15.78090, -3.48930, 33.55521)
H (15.61161, -2.55405, 35.09982)
C (14.48174, 1.86082, 30.50039)
C (13.40824, 1.77535, 31.66988)
O (13.35780, 0.51465, 32.29998)
H (14.33967, 2.85213, 30.07003)
H (14.21620, 1.24680, 29.63983)
H (15.51282, 1.61271, 30.75224)
H (12.46276, 1.83406, 31.13070)
H (13.32469, 2.67570, 32.27856)
C (21.00023, 3.77472, 32.82120)
S (19.60066, 4.54281, 31.95707)
O (19.85834, 4.40674, 30.46420)
C (18.40203, 3.15355, 32.46618)
H (21.48442, 3.02278, 32.19810)
H (20.69677, 3.26223, 33.73408)
H (21.66893, 4.59539, 33.08088)
H (17.46686, 3.23152, 31.91167)
H (18.20537, 2.97090, 33.52262)
H (18.86930, 2.24885, 32.07722)
C (12.13168, -2.10921, 30.29250)
S (10.39698, -2.43764, 30.83102)
O (10.15019, -1.57636, 32.07983)
C (9.36098, -1.53029, 29.52332)
H (12.46648, -1.07327, 30.23926)
H (12.25722, -2.53095, 29.29526)
H (12.89935, -2.61112, 30.88146)
H (8.42539, -2.08952, 29.51821)
H (9.76502, -1.66256, 28.51965)
H (9.16975, -0.47253, 29.70402)
C (19.13510, -2.12396, 33.62480)
S (18.70606, -2.09637, 31.81730)
O (17.48900, -1.15550, 31.83831)
C (20.13361, -1.08488, 31.07632)
H (20.10215, -2.60595, 33.76829)
H (18.39625, -2.69915, 34.18281)
H (19.08265, -1.11956, 34.04495)
H (21.16105, -1.42627, 31.20261)
H (20.00448, -0.03822, 31.35185)
H (20.00226, -1.15737, 29.99669)
C (16.58259, 0.45577, 36.27758)
S (15.12846, 1.27106, 35.43698)
O (13.90493, 0.44241, 35.84017)
C (15.15093, 2.75582, 36.54731)
H (16.26294, -0.43117, 36.82464)
H (17.20735, 1.16764, 36.81703)
H (17.23282, 0.02146, 35.51819)
H (14.83150, 3.65040, 36.01270)
H (16.21118, 3.00322, 36.59975)
H (14.70384, 2.73440, 37.54117)
C (15.31203, -5.03035, 30.42884)
S (15.36039, -3.71617, 29.01731)
O (15.26513, -2.34254, 29.68612)
C (17.10906, -3.93232, 28.38129)
H (14.38772, -4.86261, 30.98166)
H (16.20004, -4.71359, 30.97585)
H (15.45931, -6.06137, 30.10727)
H (17.75944, -3.76307, 29.23947)
H (17.32948, -3.19238, 27.61187)
H (17.11576, -4.98342, 28.09280)
C (18.54889, 1.88587, 27.09114)
S (16.75576, 2.03599, 27.26189)
O (16.15384, 2.26217, 25.88536)
C (16.35768, 0.30033, 27.66570)
H (18.94254, 2.77238, 26.59391)
H (18.64954, 1.03944, 26.41180)
H (19.06714, 1.65295, 28.02135)
H (16.63426, -0.04544, 28.66173)
H (16.66342, -0.54899, 27.05473)
H (15.28469, 0.19694, 27.50421)

Mulliken population analysis, charges in e, atoms 1 to 4:
1 Ag 1.3982
2 Tl 0.9355
3 C -1.3544
4 C 0.4090

(3)
DFT (the ωB97M-V functional and the def2-TZVPD basis) results for C16H46N7O9P2S2 as an isolated structure in a non-equilibrium geometry.

E_tot: -3176.5380 Eh
strongest force on any atom: 7.57 eV Å⁻¹
net charge: -1
highest occupied orbital energy: -5.80 eV
LUMO level: 1.3 eV
2S+1: 1

Cartesian coordinates (Å):
O (-1.54848, 0.21107, -1.12222)
S (-0.06713, 0.29838, -0.86328)
O (0.25659, -0.71842, 0.20169)
N (0.86167, -0.11429, -2.20016)
S (1.31690, 1.26935, -3.05665)
O (0.46731, 2.47492, -2.81478)
O (2.77118, 1.51061, -2.75595)
C (1.15660, 0.74209, -4.83703)
O (1.70100, 1.70234, -5.73013)
C (1.07053, 1.56675, -7.00562)
O (2.03079, 1.48186, -8.04879)
C (1.74359, 2.42201, -9.08616)
C (0.45968, 2.05295, -9.93650)
O (0.07653, 3.26843, -10.63426)
H (0.24357, 1.58637, -0.47118)
H (1.68112, -0.25415, -4.88191)
H (0.04887, 0.61451, -4.99034)
H (0.44038, 0.63522, -7.06965)
H (0.38639, 2.45435, -7.13044)
H (2.61115, 2.36583, -9.80129)
H (1.69545, 3.48242, -8.72982)
H (-0.37809, 1.75986, -9.25666)
H (0.68733, 1.26654, -10.70104)
H (-0.55656, 3.70598, -10.05412)
O (-3.78789, 6.06121, 2.23206)
P (-2.48182, 5.29620, 2.51039)
N (-3.13110, 3.72634, 2.21930)
C (-2.67972, 2.48204, 2.82116)
C (-3.44278, 3.47264, 0.81023)
N (-2.51354, 5.65875, 4.21121)
C (-3.46102, 4.96366, 5.07211)
C (-2.59614, 7.09378, 4.48397)
N (-0.83825, 4.60904, 2.69620)
C (-0.07363, 4.63724, 3.93831)
C (0.03289, 5.08711, 1.60317)
H (-1.77862, 2.08588, 2.33908)
H (-3.46529, 1.72710, 2.73850)
H (-2.47169, 2.58224, 3.88581)
H (-2.52901, 3.27202, 0.23630)
H (-3.94307, 4.32920, 0.35483)
H (-4.11752, 2.62083, 0.69814)
H (-4.47303, 4.94275, 4.65450)
H (-3.50741, 5.43091, 6.05986)
H (-3.13634, 3.93897, 5.26144)
H (-3.61405, 7.47990, 4.36542)
H (-1.94378, 7.65288, 3.80514)
H (-2.25790, 7.30960, 5.50232)
H (0.14948, 5.65396, 4.27401)
H (0.87862, 4.11400, 3.79675)
H (-0.58544, 4.09969, 4.73509)
H (0.28101, 6.14680, 1.72428)
H (-0.47091, 4.96647, 0.63759)
H (0.95937, 4.51085, 1.55149)
O (0.17219, -6.97266, 0.13475)
P (0.71907, -6.35527, 1.43462)
N (0.77526, -4.73406, 0.85528)
C (1.69284, -3.69447, 1.29374)
C (-0.54739, -4.13044, 0.66085)
N (2.27337, -7.11520, 1.25900)
C (3.20985, -6.60393, 0.26588)
C (2.18195, -8.56808, 1.11465)
N (1.18346, -5.81530, 3.07998)
C (2.43155, -6.18012, 3.74101)
C (0.07268, -6.05859, 4.01952)
H (1.38370, -3.23773, 2.24150)
H (1.74427, -2.90419, 0.54165)
H (2.71332, -4.05743, 1.41568)
H (-0.99417, -3.83709, 1.62109)
H (-1.23044, -4.82893, 0.17334)
H (-0.48914, -3.24699, 0.02133)
H (2.74050, -6.43585, -0.70857)
H (4.04835, -7.29264, 0.12841)
H (3.66497, -5.67141, 0.60330)
H (1.90234, -8.86646, 0.09877)
H (1.43432, -8.97724, 1.80254)
H (3.13815, -9.03833, 1.36525)
H (2.52389, -7.25786, 3.90458)
H (2.49017, -5.68616, 4.71799)
H (3.29693, -5.82568, 3.18359)
H (-0.05186, -7.12770, 4.22431)
H (-0.86678, -5.68373, 3.59838)
H (0.22886, -5.53345, 4.96518)

Mulliken population analysis, charges in e, atoms 1 to 4:
1 O -0.6639
2 S 0.8566
3 O -0.5264
4 N -0.4341

Going through the records in order, we get HOMO-LUMO gap values of 5.3, 2.2, 7.1 eV.